Entry 1:
Formula: CClF3
Source: OMol25
Level of theory: ωB97M-V/def2-TZVPD

```
5
Properties=species:S:1:pos:R:3:forces:R:3:lowdin_charge:R:1
C 0.0393 0.0182 0.0428 -5.6 1.2 -1.9 -1.04
F -0.8094 0.1470 1.0769 0.7 -0.1 -0.4 0.08
F -0.7506 0.7528 -1.0684 2.1 -2.4 2.3 -0.07
F 1.0746 0.6725 0.1775 3.3 2.9 0.8 0.17
Cl 0.4461 -1.5904 -0.2287 -0.4 -1.5 -0.8 0.85
```
Positions in Å, forces in eV/Å.

Output
* LUMO: 0.0251 Eh
* highest occupied orbital energy: -12.86 eV
* structure (SMILES): FC(F)(F)Cl
* E: -797.87436 hartree
* HOMO-LUMO gap: 13.544 eV
* relative energy (zero: lowest compared OMol25 entry of this formula, charge and spin): 85.76 kJ/mol

---

Entry 2:
Formula: CClF3S
Source: OMol25
Level of theory: ωB97M-V/def2-TZVPD

```
6
Properties=species:S:1:pos:R:3:forces:R:3:lowdin_charge:R:1
C 0.7433 -0.2764 -0.1718 -2.8 -0.2 1.0 -0.95
F 1.0084 -1.4557 -0.6965 0.1 0.9 -0.3 0.08
F 0.9909 -0.3024 1.1205 -0.2 -0.3 0.1 0.04
F -2.1975 0.9615 0.8600 0.0 0.8 0.9 -0.59
S -1.9068 -0.0855 -0.2840 2.6 -1.1 -0.9 0.66
Cl 1.3618 1.1585 -0.8282 0.2 -0.1 -0.8 0.77
```
Positions in Å, forces in eV/Å.

Output
* LUMO (spin up / spin down): -0.0535 / -0.0615 Eh
* highest occupied orbital energy (spin up / spin down): -9.27 / -9.17 eV
* E: -1195.96471 hartree
* HOMO-LUMO gap (spin up / spin down): 7.809 / 7.500 eV
* relative energy (zero: lowest compared OMol25 entry of this formula, charge and spin): 200.94 kJ/mol

---

Entry 3:
Formula: CClNO2P
Source: OMol25
Level of theory: ωB97M-V/def2-TZVPD

```
6
Properties=species:S:1:pos:R:3:forces:R:3:lowdin_charge:R:1
C 0.5587 -0.7660 -0.8686 -0.5 -0.2 1.8 -0.36
N 1.2593 -1.5045 -1.4083 -0.1 0.1 -0.4 0.01
O 0.6202 0.4556 1.6210 0.0 -0.1 -0.8 -0.42
O -1.7046 -0.2652 0.8062 -0.1 -0.2 -0.8 -0.41
P -0.3482 0.2264 0.5223 1.0 -0.8 0.7 -0.10
Cl -0.3854 1.8536 -0.6726 -0.3 1.2 -0.5 0.27
```
Positions in Å, forces in eV/Å.

Output
* LUMO: 0.1376 Eh
* highest occupied orbital energy: -6.10 eV
* structure (SMILES): N#C[P@](=O)([O-])Cl
* E: -1045.06675 hartree
* charge: -1
* HOMO-LUMO gap: 9.842 eV
* relative energy (zero: lowest compared OMol25 entry of this formula, charge and spin): 25.62 kJ/mol

---

Entry 4:
Formula: CClNO2S2
Source: OMol25
Level of theory: ωB97M-V/def2-TZVPD

```
7
Properties=species:S:1:pos:R:3:forces:R:3:lowdin_charge:R:1
C 1.0626 1.3741 0.0945 -0.9 -0.3 -0.6 -0.89
N 1.0168 2.0765 1.0145 0.4 0.0 -0.1 0.02
O 3.3832 -0.7099 0.0730 -1.5 -0.6 0.2 -0.57
O 1.8567 -2.6166 -0.2699 -0.2 0.8 -0.2 -0.56
S 0.8496 0.2757 -1.1969 0.0 0.9 0.1 0.47
S 2.0025 -1.2428 0.2358 2.2 -0.8 0.6 0.52
Cl -10.1715 0.8430 0.0489 -0.1 0.0 0.0 -1.00
```
Positions in Å, forces in eV/Å.

Output
* LUMO: 0.1810 Eh
* highest occupied orbital energy: -2.15 eV
* E: -1500.00874 hartree
* charge: -2
* HOMO-LUMO gap: 7.073 eV
* relative energy (zero: lowest compared OMol25 entry of this formula, charge and spin): 58.23 kJ/mol

---

Entry 5:
Formula: CClNa4O7
Source: OMol25
Level of theory: ωB97M-V/def2-TZVPD

```
13
Properties=species:S:1:pos:R:3:forces:R:3:lowdin_charge:R:1
Na -1.9719 -1.2364 2.2574 1.5 -0.7 -0.1 0.75
Na 1.1803 1.4305 -4.3530 -0.5 -0.5 0.3 0.89
Na 0.3832 4.1212 0.4041 -0.4 -0.5 0.0 0.87
Na 1.7392 0.2842 0.2964 -0.5 -1.5 1.2 0.66
Cl -0.9616 0.6803 -1.2650 -1.7 0.0 0.4 0.69
O -0.8522 -0.3327 -0.2675 -0.2 0.0 -0.4 -0.28
O -0.3406 1.8923 -0.6677 1.3 0.5 -0.5 -0.44
O -0.2756 0.2335 -2.4690 1.2 0.9 -0.2 -0.36
O -2.2947 1.0406 -1.6292 0.4 -0.3 0.3 -0.28
C 0.8820 -2.0542 1.9646 -0.6 -0.9 -1.8 -0.97
O 1.9567 -2.5243 1.4956 0.1 0.6 0.2 -0.10
O 0.7487 -0.7649 2.1678 -0.2 1.8 0.0 -0.25
O -0.1936 -2.7701 2.0656 -0.4 0.5 0.6 -0.18
```
Positions in Å, forces in eV/Å.

Output
* LUMO: -0.2029 Eh
* highest occupied orbital energy: -7.76 eV
* E: -1673.76792 hartree
* charge: +1
* HOMO-LUMO gap: 2.236 eV
* relative energy (zero: lowest compared OMol25 entry of this formula, charge and spin): 200.01 kJ/mol

---

Entry 6:
Formula: CClNaO7
Source: OMol25
Level of theory: ωB97M-V/def2-TZVPD

```
10
Properties=species:S:1:pos:R:3:forces:R:3:lowdin_charge:R:1
Na -0.0264 0.1211 -0.9958 -0.1 0.6 -0.8 0.70
Cl 0.7587 -0.6529 3.1418 0.7 0.1 0.3 0.63
O 1.4492 0.4962 3.6956 -0.2 -0.2 -0.3 -0.39
O 1.6406 -1.7982 3.1950 -0.2 0.0 0.1 -0.39
O -0.4393 -0.8954 3.8972 -0.2 -0.2 0.1 -0.38
O 0.4080 -0.4133 1.7565 -0.1 0.3 -0.4 -0.40
C -0.9643 0.7655 -3.6855 -0.5 0.7 0.0 -1.01
O -1.0471 -0.0695 -4.6479 0.1 0.1 0.4 -0.21
O 0.2202 1.0146 -3.1143 -0.2 -0.8 0.8 -0.32
O -1.9995 1.4320 -3.2426 0.7 -0.8 0.0 -0.25
```
Positions in Å, forces in eV/Å.

Output
* LUMO: 0.1679 Eh
* highest occupied orbital energy: 0.55 eV
* E: -1187.10125 hartree
* charge: -2
* HOMO-LUMO gap: 4.024 eV
* relative energy (zero: lowest compared OMol25 entry of this formula, charge and spin): 0.00 kJ/mol

---

Entry 7:
Formula: CCsF4O3P
Source: OMol25
Level of theory: ωB97M-V/def2-TZVPD

```
10
Properties=species:S:1:pos:R:3:forces:R:3:lowdin_charge:R:1
C 1.6445 -2.0701 -0.7845 0.8 -0.3 -5.1 -0.38
O 0.0133 -0.0878 0.8488 -1.7 1.0 -2.0 -0.42
O 1.5526 -1.3055 -1.6954 -0.4 -0.2 3.1 0.16
O 1.9234 -3.1184 -0.3562 -0.6 0.7 2.0 0.18
Cs 0.6269 1.6693 3.8496 -0.2 -0.2 -1.0 0.97
P -0.8933 0.6939 -0.1469 0.8 -0.1 1.8 0.32
F -2.3930 1.1508 0.1606 0.6 -0.1 0.3 -0.15
F -0.4152 2.1868 0.6069 -0.3 -0.2 0.0 -0.35
F -0.5196 1.4348 -1.5038 0.1 -0.9 0.6 -0.13
F -1.5395 -0.5537 -0.9791 0.8 0.4 0.3 -0.19
```
Positions in Å, forces in eV/Å.

Output
* LUMO: -0.0447 Eh
* highest occupied orbital energy: -9.27 eV
* E: -1024.98460 hartree
* HOMO-LUMO gap: 8.058 eV
* relative energy (zero: lowest compared OMol25 entry of this formula, charge and spin): 30.63 kJ/mol

---

Entry 8:
Formula: CCu4N4O15
Source: OMol25
Level of theory: ωB97M-V/def2-TZVPD

```
24
Properties=species:S:1:pos:R:3:forces:R:3:lowdin_charge:R:1
Cu 2.1597 2.7114 0.0399 -1.2 -0.5 -0.2 0.63
Cu 1.9850 -2.9201 -2.6899 -1.2 1.4 0.3 0.80
Cu 4.4891 -2.0516 0.2788 -1.1 0.3 -0.6 0.79
Cu -1.8114 -1.1445 -0.1726 0.4 0.9 1.3 0.92
N -1.1345 2.1081 -0.8773 0.0 6.2 -3.5 -0.58
O 0.0026 2.4355 -0.4663 1.7 1.2 -1.1 -0.05
O -1.8585 2.7077 -1.7299 2.8 -0.5 0.7 0.07
O -1.6601 1.2994 -0.2473 -4.1 -7.8 4.3 0.04
N 1.6098 -0.5084 -0.3381 1.2 -1.8 0.4 -0.53
O 2.2708 -1.5296 -0.7910 1.9 -1.5 -0.8 -0.23
O 0.5927 -0.7615 0.2123 -2.5 0.4 0.6 0.05
O 2.1739 0.5507 -0.3847 0.9 2.1 -0.2 0.03
N -0.2538 -0.6423 -3.2031 0.9 4.1 4.8 -0.53
O 0.6393 -1.4298 -3.3777 4.9 -5.0 -3.3 -0.12
O -0.9463 -0.9420 -2.2244 -3.5 -0.6 1.2 -0.05
O -0.0728 0.5024 -3.5445 -1.5 0.1 -1.6 0.14
N 0.8085 1.5891 2.8389 -5.4 -5.5 1.2 -0.54
O 0.5326 0.3594 2.7569 0.5 3.3 1.3 0.15
O 0.0523 2.3839 3.4699 -0.8 -0.6 1.1 0.30
O 1.6171 2.1216 2.2425 5.8 3.1 -3.5 0.16
C -2.7957 -1.6709 2.0114 3.1 -0.7 0.6 -0.99
O -3.5400 -1.5834 2.9611 -3.7 1.1 4.8 0.35
O -1.6180 -1.2632 2.1441 1.3 1.2 -2.2 0.08
O -3.2422 -2.3220 1.0910 -0.4 -1.0 -5.3 0.11
```
Positions in Å, forces in eV/Å.

Output
* LUMO (spin up / spin down): -0.2379 / -0.2710 Eh
* highest occupied orbital energy (spin up / spin down): -11.68 / -11.60 eV
* E: -7946.37878 hartree
* spin multiplicity: 6
* charge: +1
* HOMO-LUMO gap (spin up / spin down): 5.205 / 4.222 eV
* ⟨S²⟩: 8.774